(1)
{"formula": "C28H68N5O6S2", "method": "ωB97M-V with the def2-TZVPD basis set", "species": ["C", "O", "C", "S", "O", "O", "N", "S", "O", "O", "C", "C", "O", "H", "H", "H", "H", "H", "H", "H", "H", "C", "C", "N", "C", "C", "C", "C", "H", "H", "H", "H", "H", "H", "H", "H", "H", "H", "H", "H", "H", "H", "H", "C", "C", "N", "C", "C", "C", "C", "H", "H", "H", "H", "H", "H", "H", "H", "H", "H", "H", "H", "H", "H", "H", "C", "C", "N", "C", "C", "C", "C", "H", "H", "H", "H", "H", "H", "H", "H", "H", "H", "H", "H", "H", "H", "H", "C", "C", "N", "C", "C", "C", "C", "H", "H", "H", "H", "H", "H", "H", "H", "H", "H", "H", "H", "H", "H", "H"], "xyz": [[2.272641, 7.563250, 0.335734], [2.164427, 6.848694, 1.554479], [3.011616, 5.745790, 1.663942], [2.200965, 4.263914, 0.959356], [1.379029, 3.726632, 2.018329], [1.513596, 4.744306, -0.226597], [3.282432, 3.167457, 0.578289], [4.715827, 3.463773, 0.022617], [5.325240, 2.209820, -0.344647], [5.497547, 4.357529, 0.841593], [4.430349, 4.290648, -1.585445], [5.266965, 5.497826, -1.902368], [5.356368, 6.482963, -1.217247], [2.881610, 8.460826, 0.489413], [1.269050, 7.844710, 0.020935], [2.717809, 6.962995, -0.457097], [3.989529, 5.909522, 1.204361], [3.125856, 5.513036, 2.720262], [4.610520, 3.500873, -2.315337], [3.371664, 4.564539, -1.640482], [5.793130, 5.456124, -2.882108], [0.151256, -1.040781, 6.805834], [1.224931, -0.123074, 6.240207], [1.821948, -0.625338, 5.015623], [3.017201, 0.113197, 4.622031], [2.847126, 1.582849, 4.233068], [0.885168, -0.919507, 3.940919], [-0.003838, 0.223605, 3.435125], [0.543902, -2.047988, 6.956903], [-0.194306, -0.655294, 7.766841], [-0.717730, -1.106410, 6.150207], [2.035508, -0.036616, 6.970306], [0.802332, 0.888597, 6.134844], [3.480495, -0.425882, 3.790911], [3.721112, 0.040498, 5.458227], [2.406704, 1.712520, 3.247425], [3.825258, 2.067676, 4.198802], [2.235307, 2.131130, 4.951341], [0.245876, -1.742175, 4.273203], [1.464473, -1.322773, 3.106271], [-0.412595, 0.819755, 4.252785], [-0.848663, -0.188139, 2.875663], [0.529974, 0.896707, 2.766377], [6.755047, 0.089714, -2.126561], [5.297140, -0.282834, -2.327862], [4.670982, 0.442260, -3.424742], [3.221134, 0.380424, -3.406323], [2.553106, -0.983388, -3.628421], [5.305562, 0.302773, -4.721251], [5.442594, -1.111308, -5.306345], [6.824048, 1.164938, -1.966800], [7.141149, -0.402754, -1.233122], [7.394761, -0.194954, -2.965170], [4.758650, -0.000311, -1.420919], [5.202304, -1.377527, -2.429582], [2.847301, 1.086182, -4.154994], [2.901656, 0.770197, -2.435790], [2.597925, -1.301444, -4.670502], [1.499477, -0.922628, -3.347716], [3.012572, -1.759555, -3.014683], [6.304297, 0.740938, -4.655394], [4.751883, 0.934017, -5.422885], [5.779665, -1.821319, -4.549355], [6.182995, -1.110145, -6.109711], [4.505988, -1.482282, -5.721637], [-6.312965, -0.218512, -0.250956], [-5.259271, 0.864790, -0.073491], [-4.334787, 0.589959, 1.012410], [-3.506267, 1.735543, 1.364533], [-2.501020, 2.247743, 0.328960], [-3.645055, -0.685953, 0.930927], [-2.784905, -0.961582, -0.312158], [-6.856930, -0.384404, 0.680419], [-7.026678, 0.083115, -1.019823], [-5.880040, -1.168899, -0.565280], [-5.759091, 1.806403, 0.171800], [-4.756967, 1.031252, -1.040204], [-2.964326, 1.497315, 2.283965], [-4.186050, 2.553537, 1.623554], [-1.628534, 1.601939, 0.246813], [-2.131131, 3.228560, 0.631435], [-2.946211, 2.356310, -0.661586], [-4.392396, -1.480965, 1.006970], [-3.022457, -0.788721, 1.823442], [-3.285891, -0.646614, -1.229627], [-2.597915, -2.035493, -0.390705], [-1.816315, -0.467721, -0.266663], [-5.165534, -3.093683, -2.818145], [-4.841690, -4.003320, -1.643411], [-5.991562, -4.746984, -1.154882], [-5.758439, -5.388901, 0.127499], [-4.709952, -6.505851, 0.198946], [-6.699918, -5.538559, -2.146683], [-5.907144, -6.609036, -2.909315], [-5.976661, -2.408902, -2.566717], [-4.284297, -2.504071, -3.074904], [-5.453057, -3.655512, -3.707946], [-4.489312, -3.387159, -0.810868], [-3.994162, -4.649649, -1.922956], [-6.718192, -5.775003, 0.483437], [-5.470049, -4.599938, 0.828921], [-5.064700, -7.432958, -0.250353], [-4.472540, -6.717018, 1.243357], [-3.781086, -6.220438, -0.296346], [-7.135024, -4.851058, -2.875438], [-7.549548, -6.004016, -1.639585], [-4.935734, -6.231731, -3.233004], [-6.457196, -6.907885, -3.803918], [-5.736846, -7.504709, -2.313553]], "forces_ev_per_a": [[0.053, 0.039, -0.079], [-0.113, -0.034, 0.089], [0.089, 0.013, 0.053], [-0.100, 0.244, 0.053], [-0.186, -0.112, -0.100], [-0.003, -0.034, -0.132], [0.116, -0.122, 0.433], [-0.221, 0.140, -0.527], [0.104, -0.118, 0.157], [0.158, -0.003, 0.055], [0.105, -0.174, -0.195], [0.006, -0.005, 0.013], [-0.086, -0.026, -0.058], [-0.013, -0.015, -0.023], [-0.020, 0.048, 0.012], [0.002, -0.003, 0.055], [-0.143, -0.065, -0.027], [0.108, -0.007, 0.028], [-0.028, 0.030, -0.050], [0.020, 0.070, 0.178], [0.035, -0.012, 0.120], [0.018, -0.001, 0.027], [-0.004, 0.012, -0.011], [-0.006, -0.042, 0.038], [0.046, 0.016, -0.019], [0.124, 0.023, -0.058], [-0.074, -0.035, -0.030], [-0.005, -0.019, -0.151], [-0.005, -0.004, -0.026], [0.009, -0.013, 0.004], [-0.004, 0.012, -0.002], [-0.006, 0.024, 0.000], [-0.007, -0.009, -0.025], [-0.025, -0.004, -0.005], [-0.037, 0.003, 0.028], [-0.023, 0.032, 0.024], [0.001, -0.006, -0.002], [0.003, -0.009, 0.008], [-0.001, 0.015, 0.033], [0.035, 0.041, 0.009], [-0.007, -0.023, 0.016], [0.003, -0.014, 0.008], [-0.021, 0.072, 0.062], [0.045, 0.089, -0.004], [-0.053, 0.019, 0.056], [0.040, -0.089, -0.017], [-0.046, 0.115, 0.035], [-0.021, 0.014, -0.007], [-0.009, 0.026, -0.040], [0.004, 0.013, -0.025], [0.060, -0.015, -0.011], [-0.015, -0.005, 0.003], [-0.044, -0.051, -0.024], [-0.004, -0.011, -0.025], [0.018, 0.007, -0.043], [0.002, -0.005, -0.005], [0.023, -0.013, 0.017], [0.031, -0.011, 0.006], [-0.002, -0.002, -0.008], [0.000, 0.010, 0.014], [0.008, -0.009, 0.037], [-0.006, -0.019, -0.006], [0.024, 0.012, -0.003], [-0.011, 0.000, -0.011], [-0.010, -0.013, 0.045], [-0.020, 0.028, 0.006], [-0.001, -0.003, 0.002], [-0.019, -0.026, -0.008], [0.090, 0.124, 0.061], [0.051, 0.067, 0.029], [0.082, -0.142, -0.048], [0.021, -0.084, 0.052], [0.019, -0.013, 0.006], [-0.007, 0.000, 0.012], [0.004, 0.001, -0.001], [0.014, 0.009, -0.020], [0.019, -0.018, 0.007], [-0.037, -0.076, 0.000], [-0.047, -0.032, -0.034], [-0.013, -0.013, -0.026], [0.021, -0.013, 0.005], [-0.022, -0.013, 0.006], [-0.047, 0.041, 0.011], [-0.014, 0.081, 0.013], [-0.012, -0.013, 0.001], [0.027, 0.009, -0.014], [-0.032, 0.059, -0.030], [0.016, 0.015, 0.010], [-0.006, 0.034, 0.003], [0.058, -0.011, -0.041], [-0.056, 0.033, 0.069], [-0.012, -0.007, 0.019], [-0.050, -0.018, -0.014], [-0.025, -0.007, -0.002], [-0.018, -0.024, -0.012], [-0.013, 0.014, 0.009], [0.012, -0.010, -0.002], [0.012, -0.019, -0.002], [-0.011, -0.019, 0.004], [0.005, 0.000, -0.005], [0.015, 0.010, -0.023], [0.009, 0.013, -0.026], [-0.003, -0.009, -0.003], [0.001, 0.010, 0.008], [0.024, 0.026, 0.007], [0.016, -0.014, -0.001], [-0.012, 0.012, -0.019], [-0.004, -0.012, 0.007], [0.037, 0.022, 0.014]], "energy_ha": -2629.203302, "homo_lumo_gap_ha": 0.2971, "homo_ev": -5.894, "total_charge": -1, "relative_energy_kcal_mol": 0.0}

***

(2)
{"formula": "C18H25Cl2IrN2O4S2", "method": "ωB97M-V with the def2-TZVPD basis set", "species": ["Ir", "C", "C", "O", "C", "C", "O", "C", "C", "O", "C", "C", "O", "H", "H", "H", "H", "H", "H", "H", "H", "H", "H", "H", "H", "H", "H", "H", "H", "Cl", "C", "C", "C", "C", "C", "Cl", "C", "S", "H", "H", "H", "C", "N", "C", "C", "N", "C", "S", "H", "H", "H", "H", "H", "H"], "xyz": [[-0.336473, 0.282062, 0.189573], [-0.996528, 2.743686, -1.926248], [-1.631014, 1.479694, -2.487156], [-2.186549, 0.802077, -1.365953], [-2.939636, -0.368090, -1.670559], [-3.521539, -0.839118, -0.364650], [-2.482974, -0.862154, 0.650962], [-2.898115, -0.388722, 1.937528], [-2.761348, 1.093652, 2.002018], [-1.348361, 1.382941, 1.857348], [-1.058136, 2.792911, 1.758641], [-1.374621, 3.301182, 0.387107], [-0.581308, 2.545220, -0.543810], [-1.698296, 3.574081, -1.970484], [-0.111046, 3.010774, -2.499997], [-0.887140, 0.849029, -2.981654], [-2.406039, 1.718608, -3.217162], [-2.287496, -1.131801, -2.108782], [-3.734238, -0.143280, -2.384529], [-3.918672, -1.847948, -0.479731], [-4.331134, -0.178961, -0.051311], [-2.221553, -0.849417, 2.658304], [-3.918135, -0.701822, 2.160861], [-3.115117, 1.471883, 2.962455], [-3.326706, 1.581442, 1.205649], [0.003870, 2.889840, 1.971337], [-1.622253, 3.352283, 2.505824], [-1.109515, 4.359242, 0.333911], [-2.432548, 3.200479, 0.138935], [0.295628, -1.708751, 1.331191], [0.391971, -2.957328, 0.118373], [0.359141, -4.262427, 0.487947], [0.488179, -5.242689, -0.522610], [0.676846, -4.887122, -1.846572], [0.705039, -3.548157, -2.207998], [0.927108, -3.105229, -3.827235], [0.527906, -2.534627, -1.211478], [0.485265, -0.912299, -1.652491], [0.243207, -4.550482, 1.525004], [0.435064, -6.287638, -0.245890], [0.792797, -5.643824, -2.610846], [4.751158, 1.768500, -0.583211], [4.357434, 0.994998, 0.601147], [5.233959, 0.372820, 1.472720], [4.498722, -0.214911, 2.437756], [3.178070, 0.053986, 2.134960], [3.104355, 0.787912, 1.015319], [1.720021, 1.453172, 0.194965], [5.829794, 1.886190, -0.577479], [4.284404, 2.749626, -0.559706], [4.449618, 1.246830, -1.489191], [6.301135, 0.396964, 1.334214], [4.803980, -0.776393, 3.303162], [2.391821, -0.198896, 2.709524]], "forces_ev_per_a": [[0.916, -0.573, 0.533], [0.118, 0.217, -0.171], [0.009, -0.086, 0.058], [-0.534, 0.099, -0.243], [0.152, -0.064, -0.003], [-0.149, -0.108, 0.135], [0.272, 0.184, -0.831], [0.051, -0.275, 0.170], [-0.215, 0.125, 0.019], [0.451, -0.251, -0.417], [0.161, 0.326, 0.169], [-0.169, 0.171, 0.208], [-0.342, -0.895, -0.606], [0.030, 0.039, 0.160], [0.024, 0.055, 0.056], [-0.057, -0.052, -0.033], [0.006, 0.072, 0.007], [0.026, 0.039, -0.060], [-0.041, -0.023, 0.026], [-0.039, -0.001, 0.082], [0.062, 0.052, 0.059], [-0.114, -0.065, 0.065], [0.007, -0.048, -0.035], [0.189, 0.055, 0.051], [0.040, -0.005, -0.027], [-0.009, 0.025, 0.037], [-0.040, -0.137, 0.073], [0.094, -0.026, -0.148], [0.020, -0.047, -0.038], [-0.223, 0.882, 0.351], [-0.153, -0.303, -0.195], [0.003, -0.121, 0.195], [-0.002, 0.141, -0.013], [-0.025, -0.049, 0.064], [0.040, 0.032, 0.074], [-0.012, 0.022, -0.031], [0.048, -0.073, -0.175], [-0.220, 0.972, 0.284], [-0.008, -0.043, -0.022], [0.049, -0.001, -0.004], [-0.009, 0.000, -0.002], [-0.047, 0.001, -0.118], [0.114, -0.066, -0.116], [0.009, 0.105, -0.023], [-0.042, -0.017, 0.004], [0.082, 0.011, 0.139], [-0.219, -0.548, 0.002], [-0.263, 0.184, 0.150], [0.007, -0.018, 0.051], [0.034, 0.021, 0.063], [-0.007, -0.054, 0.029], [-0.008, 0.103, -0.021], [-0.065, -0.027, 0.000], [-0.002, 0.043, 0.017]], "energy_ha": -2931.411802, "spin_multiplicity": 2, "homo_lumo_gap_ha": [0.2431, 0.1897], "s2": 0.773, "homo_ev": [-17.223, -17.215], "total_charge": 3, "relative_energy_kcal_mol": 22.7}

***

(3)
{"formula": "C10H10S2", "method": "ωB97M-V with the def2-TZVPD basis set", "species": ["C", "C", "C", "C", "C", "C", "C", "C", "C", "C", "S", "S", "H", "H", "H", "H", "H", "H", "H", "H", "H", "H"], "xyz": [[1.927030, 1.590467, 3.259286], [1.846759, 0.278180, 3.640607], [1.559609, 1.973698, 1.953374], [1.559235, -0.699446, 2.761120], [1.130818, 0.945619, 1.132238], [1.127165, -0.374397, 1.504046], [0.609014, 1.175453, -0.255954], [-1.327865, 0.572766, -3.459951], [-0.413612, -0.297886, -4.237272], [-0.937447, -0.111199, -2.136553], [-1.050675, 0.406190, -0.537800], [0.027658, -1.397351, -2.863041], [2.072459, 2.389298, 4.026267], [2.086589, 0.071996, 4.688644], [1.585507, 2.958087, 1.485548], [1.663095, -1.750220, 3.188931], [0.492982, 2.226590, -0.393348], [1.319522, 0.768689, -0.949093], [-1.165866, 1.670369, -3.516548], [-2.347640, 0.383774, -3.682297], [-0.945633, -0.982929, -4.951905], [0.533312, 0.102239, -4.491802]], "forces_ev_per_a": [[-0.804, 2.635, -0.085], [1.136, 1.554, 2.038], [0.244, -0.996, 0.480], [-0.500, -4.125, -0.056], [-1.021, -0.735, -1.881], [0.920, 0.569, 1.673], [-0.155, 0.393, 0.474], [0.472, 0.827, 1.907], [-0.440, -2.588, -1.439], [-0.031, 0.290, -0.876], [0.267, 0.004, 0.709], [-0.348, 0.204, 1.229], [0.272, -0.823, -0.744], [-0.080, -0.277, -0.436], [0.026, 0.016, 0.715], [-0.424, 1.241, -1.040], [0.011, 0.825, -0.488], [0.103, -0.222, -0.651], [0.087, -0.635, 0.083], [-1.110, -0.094, -0.337], [0.941, 1.251, -0.105], [0.434, 0.687, -1.168]], "energy_ha": -1183.236266, "homo_lumo_gap_ha": [0.3136, 0.2359], "homo_ev": [-8.548, -7.019], "relative_energy_kcal_mol": 91.5}